No. 1
Here is 2 unconnected molecules or ions with the total composition C8H12N4 in a non-equilibrium geometry from the OMol25 dataset. Energies are from ωB97M-V/def2-TZVPD.

Last column: Löwdin charge in e.
CARTESIAN COORDINATES (ANGSTROEM)
N1 8.10898 -6.02430 1.16578  0.080
C1 7.79139 -6.61402 2.31813  -0.215
C2 7.76132 -8.26107 0.86714  -0.101
C3 7.97420 -7.07973 0.21340  -0.310
N2 7.56266 -7.96885 2.20635  0.024
C4 8.02994 -6.71441 -1.32035  -0.043
H1 7.78984 -6.17946 3.31775  0.112
H2 7.70272 -9.29043 0.51347  0.111
H3 7.37144 -8.54036 3.03300  0.151
H4 7.47523 -7.43778 -1.94136  0.065
H5 9.07638 -6.68236 -1.66755  0.063
H6 7.58251 -5.71582 -1.45901  0.065
N3 9.05838 -0.17258 -1.85566  0.101
C5 10.03358 0.13213 -1.00531  -0.202
C6 10.89569 -1.46837 -2.26640  -0.086
C7 9.56093 -1.32797 -2.45742  -0.391
N4 11.16951 -0.58403 -1.26173  0.019
C8 8.76621 -2.11322 -3.42254  -0.064
H7 9.97504 0.87584 -0.21059  0.115
H8 11.62252 -2.17359 -2.66950  0.122
H9 12.05589 -0.36379 -0.80089  0.153
H10 9.18766 -3.12848 -3.51333  0.075
H11 8.78222 -1.63547 -4.41658  0.079
H12 7.71817 -2.19591 -3.08879  0.079

Forces on atoms 1 to 6 (eV/Å):
N -1.40 -2.07 0.51
C 0.62 -0.09 -0.46
C -0.64 -0.73 -0.31
C 0.53 1.40 -0.54
N 0.60 1.45 0.23
C 0.22 -0.51 1.44

LUMO = 0.91 eV
Energy = -14450.417 eV
Energy relative to the best compared isomer or geometry (same formula, charge and spin) = 1.135 eV
Highest occupied orbital energy = -8.35 eV
Charge = 0



No. 2
Here is a molecular structure, C39H34BF4N3PSSm in a non-equilibrium geometry from the OMol25 dataset. Energies are from ωB97M-V/def2-TZVPD.

Last column: Mulliken spin population.
CARTESIAN COORDINATES (ANGSTROEM)
Sm1 1.64548 -0.64366 -0.35237  5.091
C1 2.44575 -4.29433 -1.15112  0.000
C2 1.17675 -5.08085 -0.88685  0.001
C3 1.14514 -6.32581 -1.43841  0.001
C4 0.08480 -7.19222 -1.29894  0.000
C5 -1.02983 -6.78513 -0.54845  0.000
C6 -0.99686 -5.49411 -0.03202  0.001
C7 0.06914 -4.60049 -0.17324  -0.001
P1 0.02464 -2.85479 0.46803  -0.013
C8 -1.61242 -2.70625 1.26951  -0.003
C9 -1.92131 -3.18626 2.52837  0.002
C10 -3.19155 -2.93797 3.08622  0.000
C11 -4.18670 -2.26170 2.36901  0.000
C12 -3.87764 -1.81265 1.06882  0.001
C13 -2.63444 -2.04500 0.50951  -0.001
C14 -2.32378 -1.51880 -0.85025  -0.002
C15 1.10287 -2.91088 1.89380  -0.011
C16 1.48153 -4.10710 2.49082  0.000
C17 2.15510 -4.06795 3.67840  -0.004
C18 2.45654 -2.90719 4.28101  0.001
C19 2.07689 -1.70820 3.69704  -0.003
C20 1.32527 -1.65811 2.50373  0.003
C21 0.71098 -0.43467 2.00268  -0.023
H1 3.26326 -4.95192 -1.48022  0.000
H2 2.83812 -3.81208 -0.21516  0.000
H3 2.27929 -3.55003 -1.94495  0.000
H4 2.01693 -6.76707 -1.88475  0.000
H5 0.07223 -8.15638 -1.79397  0.000
H6 -1.90496 -7.38953 -0.40253  0.000
H7 -1.76516 -5.12528 0.62289  0.000
H8 -1.16736 -3.69552 3.15876  0.000
H9 -3.47474 -3.34272 4.03474  0.000
H10 -5.18801 -2.16934 2.72388  0.000
H11 -4.73005 -1.42673 0.43560  0.000
H12 -3.29843 -1.31366 -1.29326  0.000
H13 -1.72732 -2.17576 -1.46879  0.000
H14 -1.74168 -0.54266 -0.67357  0.001
H15 1.33181 -5.09133 2.00513  0.000
H16 2.53068 -5.00751 4.17632  0.000
H17 3.04399 -2.82516 5.20999  0.000
H18 2.32191 -0.77657 4.24428  0.000
H19 1.00230 0.39186 2.65463  0.002
H20 -0.38813 -0.43033 2.12713  -0.001
F1 1.20881 -1.00073 -4.52516  0.000
B1 1.02366 -1.58707 -3.35045  -0.003
F2 2.23233 -1.60212 -2.52991  -0.004
F3 0.36486 -2.79460 -3.35871  0.000
F4 0.26390 -0.68818 -2.41803  0.004
N1 -1.56439 5.74904 -2.78041  0.000
C22 -2.39768 6.80999 -2.86048  0.000
C23 -2.78681 7.66486 -3.90500  0.000
C24 -3.67403 8.65631 -3.51779  0.000
C25 -4.14637 8.83080 -2.22512  0.000
C26 -3.70960 7.96816 -1.20488  0.000
C27 -2.80666 6.95901 -1.53951  0.000
N2 -2.26029 6.01256 -0.71257  0.000
C28 -1.52764 5.28381 -1.49105  0.000
C29 -0.71819 4.08290 -1.20148  0.000
C30 -0.44539 3.23255 -2.25138  -0.003
C31 0.16090 2.00697 -1.95413  0.003
N3 0.53644 1.68260 -0.71876  -0.008
C32 0.23316 2.46893 0.28734  0.001
C33 -0.40639 3.72019 0.11231  0.000
H21 -1.00762 5.30486 -3.47643  0.000
H22 -2.36439 7.54178 -4.90926  0.000
H23 -4.05177 9.20145 -4.37231  0.000
H24 -4.86254 9.59883 -1.96733  0.000
H25 -4.07782 8.14443 -0.20096  0.000
H26 -0.77739 3.35835 -3.28518  0.000
H27 0.40347 1.33599 -2.72991  -0.001
H28 0.66532 2.18843 1.23017  -0.001
H29 -0.64099 4.46198 0.84680  0.000
S1 4.34533 -0.89852 -0.28730  -0.030
C34 4.14457 0.63273 0.63526  0.010
C35 3.90264 1.86701 -0.03764  -0.004
C36 3.71116 3.01932 0.69706  0.002
C37 3.62665 3.02488 2.08524  -0.005
C38 3.69162 1.77983 2.70925  0.002
C39 3.95674 0.61107 2.00880  -0.006
H30 3.89879 1.81438 -1.12983  -0.001
H31 3.58434 3.94871 0.13415  0.000
H32 3.41086 3.91865 2.59955  0.000
H33 3.52889 1.72678 3.79846  0.000
H34 3.89052 -0.34510 2.44511  0.001

Forces on atoms 1 to 6 (eV/Å):
Sm 0.50 0.58 -0.22
C 0.24 0.44 0.78
C 0.97 1.39 -0.10
C 0.00 -1.80 0.05
C -1.64 0.01 0.41
C 0.99 0.73 -0.56

Multiplicity = 6
LUMO (spin up / spin down) = -0.66 / -0.65 eV
Energy = -95047.739 eV
Energy relative to the best compared isomer or geometry (same formula, charge and spin) = 1.193 eV
Highest occupied orbital energy (spin up / spin down) = -7.79 / -7.77 eV
Charge = 0



Question: Which value of energy relative to the best compared isomer or geometry (same formula, charge and spin) does entry 1 give?
Answer: 1.135 eV